Molecular formula: C40H36N7S2Ti
Method: DFT, ωB97M-V/def2-TZVPD

Geometry (Å):
Ti1 0.218 -0.181 -0.273
C1 -0.343 -1.771 2.650
N1 0.777 -1.412 1.790
C2 1.760 -2.491 1.690
C3 2.933 -2.052 0.813
N2 2.449 -1.469 -0.435
C4 3.519 -0.889 -1.226
C5 1.606 -2.440 -1.093
C6 2.083 -3.529 -1.806
C7 1.169 -4.470 -2.270
C8 -0.177 -4.316 -1.971
C9 -0.628 -3.201 -1.269
C10 0.254 -2.215 -0.830
S1 -2.166 -0.232 0.295
C11 1.487 -0.201 2.149
C12 2.086 -0.012 3.384
C13 2.889 1.105 3.563
C14 3.088 1.970 2.495
C15 2.453 1.761 1.275
C16 1.605 0.670 1.073
S2 0.873 2.252 -1.447
H1 -0.023 -2.074 3.656
H2 -0.888 -2.598 2.192
H3 -1.016 -0.918 2.732
H4 1.278 -3.371 1.258
H5 2.151 -2.765 2.680
H6 3.579 -2.921 0.617
H7 3.527 -1.301 1.336
H8 4.336 -1.597 -1.433
H9 3.925 -0.033 -0.685
H10 3.108 -0.532 -2.170
H11 3.143 -3.649 -2.008
H12 1.510 -5.315 -2.855
H13 -0.889 -5.064 -2.305
H14 -1.687 -3.111 -1.067
H15 1.940 -0.715 4.199
H16 3.361 1.296 4.520
H17 3.740 2.827 2.619
H18 2.613 2.475 0.478
C17 -4.655 -3.715 -2.761
C18 -4.609 -3.439 -1.403
C19 -4.000 -2.287 -0.931
C20 -3.419 -1.368 -1.814
C21 -3.449 -1.675 -3.182
C22 -4.058 -2.826 -3.644
N3 -2.785 -0.212 -1.331
C23 -2.774 0.968 -2.094
C24 -3.848 1.235 -2.960
C25 -3.843 2.301 -3.836
C26 -2.745 3.149 -3.890
C27 -1.721 2.958 -2.983
C28 -1.732 1.915 -2.063
N4 -0.779 1.990 -0.975
N5 -1.381 2.882 -0.093
C29 -1.209 2.858 1.220
C30 -1.524 4.073 1.907
C31 -1.473 4.119 3.271
C32 -1.151 2.952 3.981
C33 -0.889 1.815 3.248
N6 -0.890 1.738 1.918
H19 -5.143 -4.609 -3.129
H20 -5.064 -4.126 -0.699
H21 -3.952 -2.079 0.127
H22 -2.980 -1.000 -3.879
H23 -4.064 -3.029 -4.709
H24 -4.706 0.578 -2.927
H25 -4.701 2.466 -4.478
H26 -2.707 3.965 -4.601
H27 -0.878 3.635 -2.938
H28 -1.778 4.934 1.306
H29 -1.680 5.044 3.799
H30 -1.109 2.936 5.062
H31 -0.662 0.890 3.770
N7 0.149 -0.192 -2.249
C34 0.269 -0.470 -3.358
C35 0.454 -0.722 -4.728
C36 -0.605 -0.611 -5.641
C37 -0.400 -0.861 -6.982
C38 0.858 -1.219 -7.452
C39 1.915 -1.317 -6.555
C40 1.724 -1.076 -5.211
H32 -1.578 -0.309 -5.283
H33 -1.228 -0.771 -7.673
H34 1.015 -1.409 -8.505
H35 2.900 -1.585 -6.915
H36 2.547 -1.156 -4.513

E: -3574.94145 hartree
HOMO level (alpha / beta): -3.02 / -3.02 eV
total charge: -1
frontier orbital gap (alpha / beta): 5.005 / 5.005 eV
F_max: 0.07157 Eh/bohr

Here are the Mulliken charges for atoms 1 to 8, given in e:
1. Ti -1.1061
2. C -1.2267
3. N 1.4799
4. C -1.2415
5. C -1.1169
6. N 1.4580
7. C -1.1380
8. C -0.2556

---

Molecular formula: C40H37N10OPPdS
Method: DFT, ωB97M-V/def2-TZVPD

Geometry (Å):
Pd1 -0.582 0.367 0.376
C1 -1.827 1.943 -4.856
N1 -1.185 1.897 -3.540
C2 -1.134 0.880 -2.670
N2 -0.342 1.185 -1.659
C3 0.085 2.436 -1.975
N3 -0.407 2.909 -3.094
C4 -3.249 1.449 -4.773
C5 -4.344 2.299 -4.858
C6 -5.627 1.813 -4.627
C7 -5.826 0.498 -4.237
C8 -4.730 -0.355 -4.148
C9 -3.466 0.108 -4.489
C10 -4.810 -1.679 -3.529
N4 -5.797 -2.351 -3.053
N5 -5.238 -3.423 -2.351
C11 -3.962 -3.314 -2.479
O1 -3.614 -2.237 -3.227
C12 -2.843 -4.018 -1.856
C13 -3.006 -4.813 -0.731
C14 -1.877 -5.281 -0.072
C15 -0.606 -4.939 -0.514
C16 -0.443 -4.159 -1.656
C17 0.942 -3.788 -2.147
N6 0.896 -2.922 -3.308
C18 0.553 -1.626 -3.392
N7 0.305 -1.305 -4.650
C19 0.511 -2.476 -5.307
N8 0.841 -3.485 -4.536
C20 -1.567 -3.730 -2.332
H1 -1.236 1.333 -5.542
H2 -1.778 2.980 -5.181
H3 -1.656 -0.048 -2.796
H4 0.729 3.016 -1.336
H5 -4.195 3.348 -5.084
H6 -6.475 2.481 -4.701
H7 -6.810 0.134 -3.975
H8 -2.621 -0.568 -4.466
H9 -3.999 -5.026 -0.359
H10 -1.988 -5.890 0.815
H11 0.260 -5.282 0.040
H12 1.469 -4.685 -2.472
H13 1.533 -3.307 -1.367
H14 0.525 -0.960 -2.537
H15 0.410 -2.591 -6.373
H16 -1.469 -3.127 -3.221
C21 2.676 -4.889 4.255
C22 1.767 -5.344 3.307
C23 1.115 -4.444 2.483
C24 1.337 -3.070 2.597
C25 2.253 -2.627 3.546
C26 2.918 -3.530 4.368
P1 0.514 -1.936 1.392
C27 0.774 -0.305 2.154
C28 0.201 0.103 3.377
C29 0.579 1.287 3.967
C30 1.538 2.102 3.361
C31 2.106 1.732 2.161
C32 1.721 0.536 1.544
C33 -1.242 -2.286 1.815
C34 -2.197 -1.866 0.890
C35 -3.557 -2.039 1.116
C36 -3.984 -2.650 2.286
C37 -3.047 -3.071 3.221
C38 -1.691 -2.891 2.990
H17 3.191 -5.591 4.897
H18 1.569 -6.404 3.209
H19 0.404 -4.815 1.751
H20 2.452 -1.567 3.653
H21 3.625 -3.162 5.101
H22 -0.535 -0.534 3.854
H23 0.126 1.595 4.901
H24 1.828 3.031 3.836
H25 2.843 2.362 1.681
H26 2.207 0.219 0.628
H27 -1.874 -1.390 -0.041
H28 -4.276 -1.700 0.380
H29 -5.041 -2.801 2.470
H30 -3.374 -3.541 4.140
H31 -0.975 -3.220 3.733
C39 -3.999 2.020 -1.138
N9 -2.985 2.807 -0.474
C40 -2.510 2.545 0.759
N10 -3.176 1.603 1.461
S1 -1.135 3.278 1.362
H32 -4.114 2.376 -2.158
H33 -4.973 2.109 -0.648
H34 -3.713 0.962 -1.172
H35 -2.438 3.466 -1.002
H36 -4.093 1.286 1.200
H37 -2.851 1.401 2.390

E: -3036.71116 hartree
HOMO level: -6.62 eV
total charge: 0
frontier orbital gap: 6.368 eV
F_max: 0.01371 Eh/bohr
ΔE to the lowest compared entry with this formula, charge and spin: 0.277 eV

Here are the Mulliken charges for atoms 1 to 8, given in e:
1. Pd -0.0764
2. C -1.1685
3. N 1.3134
4. C -0.8662
5. N 0.4438
6. C -0.8609
7. N -1.1857
8. C 0.5674

---

Molecular formula: C40H38AsF9HfN3O10P
Method: DFT, ωB97M-V/def2-TZVPD

Geometry (Å):
Hf1 10.498 -5.547 18.622
O1 8.998 -3.417 14.899
C1 9.301 -4.203 15.981
O2 10.067 -3.860 16.917
C2 8.609 -5.484 16.059
C3 7.570 -5.848 15.221
C4 6.983 -7.124 15.365
C5 7.497 -7.952 16.388
C6 8.541 -7.495 17.213
N1 9.009 -6.239 17.094
C7 9.237 -8.207 18.305
O3 8.877 -9.477 18.539
O4 10.170 -7.670 18.960
H1 9.648 -2.676 14.936
H2 7.158 -5.135 14.489
H3 6.118 -7.429 14.759
H4 7.067 -8.912 16.561
H5 8.201 -9.845 17.906
C8 13.949 -3.082 18.224
C9 13.181 -3.686 19.372
C10 13.565 -3.062 20.711
O5 11.727 -3.628 19.131
C11 13.456 -5.241 19.514
O6 14.642 -5.576 19.514
O7 12.356 -5.976 19.575
H6 13.733 -2.003 18.148
H7 13.695 -3.574 17.256
H8 15.015 -3.241 18.407
H9 13.356 -1.956 20.717
H10 14.638 -3.153 20.820
H11 13.007 -3.543 21.564
H12 11.388 -2.746 19.364
C12 11.690 -8.236 15.142
As1 12.805 -7.234 16.380
C13 13.438 -8.303 17.852
C14 14.313 -6.303 15.534
O8 11.699 -5.945 16.946
H13 12.096 -8.336 14.137
H14 10.748 -7.689 15.069
H15 11.529 -9.255 15.488
H16 13.862 -9.306 17.586
H17 12.544 -8.410 18.472
H18 14.188 -7.737 18.404
H19 14.856 -6.971 14.842
H20 14.944 -5.955 16.343
H21 13.853 -5.472 15.028
F1 7.844 3.591 17.748
C15 8.939 2.866 17.348
F2 10.020 3.529 17.895
F3 9.056 3.047 15.990
C16 8.810 1.405 17.809
C17 7.616 1.041 18.436
C18 7.437 -0.248 18.927
C19 8.496 -1.182 18.749
C20 9.680 -0.810 18.023
C21 9.858 0.483 17.617
P1 8.240 -2.829 19.368
C22 8.097 -2.533 21.152
C23 6.906 -2.298 21.842
C24 6.910 -2.364 23.237
C25 8.122 -2.493 23.928
C26 9.365 -2.555 23.229
C27 9.361 -2.567 21.862
C28 8.118 -2.541 25.477
F4 6.947 -2.008 26.011
F5 8.248 -3.804 26.029
F6 9.167 -1.852 26.061
C29 6.577 -3.260 18.815
C30 5.832 -4.269 19.455
C31 4.765 -4.881 18.791
C32 4.483 -4.530 17.457
C33 5.152 -3.437 16.843
C34 6.186 -2.813 17.509
C35 3.317 -5.187 16.721
F7 2.640 -6.044 17.533
F8 2.388 -4.307 16.229
F9 3.722 -5.934 15.639
H22 6.818 1.782 18.564
H23 6.501 -0.506 19.437
H24 10.431 -1.583 17.774
H25 10.783 0.837 17.163
H26 5.978 -2.033 21.347
H27 5.979 -2.204 23.800
H28 10.271 -2.531 23.810
H29 10.325 -2.600 21.357
H30 6.083 -4.614 20.458
H31 4.130 -5.592 19.338
H32 4.804 -3.077 15.881
H33 6.699 -2.013 16.991
C36 10.503 -6.420 24.650
N2 9.938 -6.365 23.325
C37 8.740 -6.989 23.132
C38 8.119 -6.836 21.927
C39 8.853 -6.103 20.887
O9 8.458 -5.831 19.711
N3 10.153 -5.718 21.086
C40 10.644 -5.631 22.345
O10 11.660 -5.029 22.759
H34 9.772 -6.785 25.370
H35 10.805 -5.426 24.928
H36 11.349 -7.083 24.674
H37 8.365 -7.594 23.954
H38 7.141 -7.293 21.721

E: -5987.49021 hartree
HOMO level: -13.25 eV
total charge: +2
frontier orbital gap: 5.609 eV
F_max: 0.09462 Eh/bohr
ΔE to the lowest compared entry with this formula, charge and spin: 0.000 eV

Here are the Mulliken charges for atoms 1 to 8, given in e:
1. Hf 2.4986
2. O -0.5393
3. C -0.1536
4. O -0.2432
5. C 0.5056
6. C -0.7530
7. C -1.0746
8. C -1.2446